1.
This record from the Open Molecules 2025 dataset describes a cluster of 4 separate species, C4H15O4 in total. The level of theory is the ωB97M-V functional and the def2-TZVPD basis.

Results
Total energy: -12581.31043 eV
Largest force on an atom: 3.7 eV/A
Orbital gap: 7.64 eV

Geometry as ORCA input:
```
! wB97M-V def2-TZVPD RIJCOSX def2/J DEFGRID3
* xyz -1 1
C -0.25234 0.74674 1.64590
O -0.56237 -0.42379 2.48074
C -1.41675 0.96419 0.56053
C -1.48962 -0.04963 -0.61663
C -2.49068 0.27326 -1.64314
H -0.28967 1.62941 2.31336
H 0.66604 0.52395 1.09574
H -1.31173 2.02314 0.25841
H -2.31410 1.10710 1.13226
H -1.67155 -1.05945 -0.37765
H -0.43255 0.08778 -1.01943
H -2.56703 -0.40971 -2.53496
H -2.53739 1.27261 -2.10903
H -3.47562 0.24674 -1.25717
H 1.38345 -2.15898 1.65453
H -0.04363 -1.10483 2.03426
O 0.95792 -1.86919 0.78322
H 4.82186 0.26021 -0.61386
H 3.60113 -0.35476 0.04467
O 4.49032 -0.06097 0.21917
H 1.11458 -0.33195 -1.90505
H 1.84778 -0.94367 -0.69685
O 1.97199 -0.36818 -1.44902
*
```



2.
This record from the Open Molecules 2025 dataset describes a structure of composition C40H31MnN4O2P2STe. The level of theory is the ωB97M-V functional and the def2-TZVPD basis.

Results
Total energy: -120059.97233 eV
Largest force on an atom: 0.7 eV/A
Orbital gap (spin up / spin down): 5.43 / 5.56 eV
<S²>: 8.76

Geometry as ORCA input:
```
! wB97M-V def2-TZVPD RIJCOSX def2/J DEFGRID3
* xyz 1 6
Mn 0.65210 -0.72179 0.34476
N -2.11803 0.59467 0.82027
P -0.69118 1.51919 0.88342
C -0.56189 2.15516 2.55819
C -1.63560 2.10979 3.44364
C -1.51389 2.65903 4.70890
C -0.32485 3.26505 5.08983
C 0.74858 3.30967 4.21233
C 0.63407 2.74461 2.95200
C -1.05926 2.96547 -0.15390
C -1.41073 2.75523 -1.48903
C -1.66668 3.82837 -2.32344
C -1.56064 5.12684 -1.83534
C -1.19886 5.34243 -0.51637
C -0.95020 4.26560 0.32466
P -1.91172 -0.92364 0.10728
C -2.49582 -0.73392 -1.59666
C -3.79866 -0.30534 -1.86411
C -4.21596 -0.09415 -3.16388
C -3.33543 -0.32538 -4.21834
C -2.04803 -0.76634 -3.96735
C -1.63031 -0.97131 -2.65633
C -3.12467 -2.00602 0.87587
C -3.60251 -3.12054 0.18925
C -4.48934 -3.98355 0.80819
C -4.90452 -3.73876 2.11233
C -4.42358 -2.63615 2.79945
C -3.52822 -1.77061 2.18651
H -3.02409 1.06137 0.78705
H -2.56428 1.64038 3.14981
H -2.34657 2.61649 5.39647
H -0.22837 3.69098 6.07859
H 1.68227 3.75830 4.51779
H 1.48733 2.76709 2.28451
H -1.48799 1.75010 -1.88722
H -1.94628 3.65356 -3.35122
H -1.76323 5.96591 -2.48537
H -1.11693 6.34885 -0.13216
H -0.68050 4.44396 1.35977
H -4.49342 -0.13646 -1.04906
H -5.22246 0.24240 -3.36467
H -3.66406 -0.16604 -5.23559
H -1.37030 -0.95214 -4.78778
H -0.61504 -1.31259 -2.46556
H -3.30256 -3.30985 -0.83490
H -4.86469 -4.84387 0.27313
H -5.60244 -4.40957 2.59082
H -4.73937 -2.44978 3.81597
H -3.12885 -0.92719 2.73418
O 6.06019 -0.54229 -4.46723
N 5.54388 -1.63887 -4.41127
O 5.83369 -2.59370 -5.08700
C 4.42401 -1.82789 -3.42607
C 4.14973 -3.10504 -3.11562
C 3.10618 -3.41432 -2.17003
C 2.77008 -4.73294 -1.81824
C 1.74573 -4.94924 -0.93204
C 1.06893 -3.83561 -0.41296
N 1.37123 -2.59178 -0.73597
C 2.39075 -2.37239 -1.59421
C 2.72159 -0.99302 -1.92248
N 2.00712 -0.03316 -1.28719
C 2.21382 1.23659 -1.58541
C 3.16213 1.63095 -2.53585
C 3.92069 0.67537 -3.15919
C 3.72025 -0.69079 -2.85502
H 4.70672 -3.90494 -3.58577
H 3.31941 -5.56106 -2.24434
H 1.45928 -5.94238 -0.62681
H 0.25487 -3.96889 0.29248
H 1.60956 1.96683 -1.05556
H 3.29443 2.67861 -2.75600
H 4.66974 0.96392 -3.87675
Te 0.98853 -1.59639 2.81514
C 2.35950 -0.33203 3.75110
C 3.43635 0.32017 3.21743
C 4.17315 1.05762 4.18975
C 3.64253 0.93898 5.43819
S 2.25350 -0.06121 5.43163
H 3.70483 0.25396 2.17366
H 5.06497 1.62422 3.97052
H 4.01032 1.36517 6.35444
*
```



3.
This record from the Open Molecules 2025 dataset describes the ion C3H5O4S with charge -1. The level of theory is the ωB97M-V functional and the def2-TZVPD basis.

Results
Total energy: -22217.40240 eV
Largest force on an atom: 2.6 eV/A
Orbital gap: 7.01 eV

Geometry as ORCA input:
```
! wB97M-V def2-TZVPD RIJCOSX def2/J DEFGRID3
* xyz -1 1
C -1.09992 0.75537 0.06176
C -0.40116 -0.51862 0.40848
O -1.25057 -1.57044 0.20982
C 0.87996 -0.80761 -0.43269
O 0.94469 -1.47427 -1.43671
S 2.44829 0.25829 -0.06288
O 2.42096 0.62258 1.43010
O 1.76582 1.28504 -0.91224
H -1.68966 1.11755 0.89716
H -0.41039 1.55293 -0.21777
H -1.78194 0.72402 -0.75653
H -0.23851 -0.48043 1.46711
H -1.58756 -1.46442 -0.65561
*
```



4.
This record from the Open Molecules 2025 dataset describes the molecule C5H11NO. The level of theory is the ωB97M-V functional and the def2-TZVPD basis.

Results
Total energy: -8899.23542 eV
Largest force on an atom: 3.0 eV/A
Orbital gap: 9.16 eV

Geometry as ORCA input:
```
! wB97M-V def2-TZVPD RIJCOSX def2/J DEFGRID3
* xyz 0 1
N -1.44201 0.10929 1.31309
C -0.12632 0.61209 1.16405
C 1.13701 -0.38965 1.57621
C 0.90305 0.11699 0.19547
C 0.43196 -0.82577 -0.87190
C -0.64070 0.03278 -1.78922
O -0.04185 1.10206 -2.47960
H -1.87987 0.36744 2.18843
H -1.52938 -0.86178 1.04145
H -0.05579 1.64585 1.48979
H 0.82874 -1.39328 1.83195
H 1.98802 -0.02782 2.13327
H 1.59210 0.87455 -0.16396
H 1.25797 -1.14969 -1.50638
H -0.09751 -1.68892 -0.46881
H -0.96383 -0.66938 -2.56074
H -1.54017 0.35677 -1.25179
H 0.17860 1.78849 -1.84133
*
```



5.
This record from the Open Molecules 2025 dataset describes the molecule C4H3N3. The level of theory is the ωB97M-V functional and the def2-TZVPD basis.

Results
Total energy: -8663.43116 eV
Largest force on an atom: 6.2 eV/A
Orbital gap: 9.49 eV

Geometry as ORCA input:
```
! wB97M-V def2-TZVPD RIJCOSX def2/J DEFGRID3
* xyz 0 1
H 0.98382 -0.33386 1.63114
N 1.50529 0.23672 1.04104
C 1.06132 0.32524 -0.11178
C -0.28851 0.03654 -0.75091
N 0.00264 1.20651 -1.69544
C 1.33449 1.18700 -1.28617
C 2.47443 1.76286 -1.77233
N 3.50144 2.08540 -2.20982
H -0.16434 -0.80020 -1.41976
H -1.08698 0.08877 -0.12113
*
```



6.
This record from the Open Molecules 2025 dataset describes the molecule C4H10N2O. The level of theory is the ωB97M-V functional and the def2-TZVPD basis.

Results
Total energy: -9335.53101 eV
Largest force on an atom: 3.8 eV/A
Orbital gap: 9.80 eV

Geometry as ORCA input:
```
! wB97M-V def2-TZVPD RIJCOSX def2/J DEFGRID3
* xyz 0 1
N -2.18406 0.29922 -0.51984
C -1.51947 -0.77630 0.23120
C -0.09854 -0.51508 0.46762
N 0.15766 0.79559 0.94861
C 0.85221 1.22904 -0.24574
C 0.90857 -0.24171 -0.64861
O 2.23309 -0.75142 -0.17596
H -2.17527 0.10406 -1.50510
H -3.13310 0.39218 -0.18643
H -1.75066 -1.71542 -0.30629
H -2.07278 -0.95266 1.25155
H 0.26687 -1.40621 0.97488
H -0.76368 1.24566 1.18803
H 0.41283 2.00336 -0.99858
H 1.87885 1.59651 0.00612
H 0.66306 -0.73970 -1.61366
H 2.13728 -0.35579 0.76890
*
```



7.
This record from the Open Molecules 2025 dataset describes a cluster of 2 separate species, C2H4OS2 in total. The level of theory is the ωB97M-V functional and the def2-TZVPD basis.

Results
Total energy: -25854.37433 eV
Largest force on an atom: 3.2 eV/A
Orbital gap: 8.18 eV

Geometry as ORCA input:
```
! wB97M-V def2-TZVPD RIJCOSX def2/J DEFGRID3
* xyz 0 1
C 0.51943 -0.13899 0.16174
C -0.79682 -0.28757 -0.03974
O -3.79784 -2.47981 0.03917
S -2.27388 -3.27347 2.30940
S -3.60654 -2.19557 1.46617
H 1.25925 -0.65654 -0.39987
H 0.98323 0.39574 0.88664
H -0.96379 -0.81873 -1.00581
H -1.84485 0.03043 0.31555
*
```



8.
This record from the Open Molecules 2025 dataset describes the molecule C4H12N2S. The level of theory is the ωB97M-V functional and the def2-TZVPD basis.

Results
Total energy: -18157.49342 eV
Largest force on an atom: 1.8 eV/A
Orbital gap: 9.71 eV

Geometry as ORCA input:
```
! wB97M-V def2-TZVPD RIJCOSX def2/J DEFGRID3
* xyz 0 1
C -1.26917 -1.43345 -1.50806
C -0.47950 -0.48232 -0.57568
C 0.15755 0.66396 -1.35352
S 0.15890 2.22251 -0.38101
N 0.59528 -1.21440 0.14020
C 0.31808 -1.56047 1.52211
N 0.23902 -0.39103 2.39893
H -1.06715 -2.49178 -1.34810
H -2.34215 -1.28247 -1.41268
H -1.04371 -1.29766 -2.56646
H -1.21548 -0.13160 0.13729
H 1.19470 0.47983 -1.61238
H -0.36645 0.86334 -2.24692
H 1.46737 2.33738 -0.23836
H 0.95397 -1.94375 -0.45412
H -0.62738 -2.10655 1.62894
H 1.17173 -2.13810 1.87631
H -0.18582 0.40626 1.94625
H 1.19965 -0.11106 2.57359
*
```